1.
Density functional theory data (ωB97M-V/def2-TZVPD) for C27H43ClN6O3RuS2Si as an isolated structure.

```
! wB97M-V def2-TZVPD RIJCOSX def2/J DEFGRID3
* xyz 1 2
Ru -1.63926 0.82983 -0.06249
C -5.48470 -0.84114 1.99181
C -4.09125 -0.45994 1.60113
N -3.70339 -0.33106 0.39153
N -4.53031 -0.55181 -0.66136
C -3.99967 -0.41240 -1.90404
N -4.76332 -0.78631 -2.93962
S -2.46605 0.21579 -2.16319
C -3.01246 -0.22940 2.58334
C -3.15684 -0.51026 3.93436
C -2.06329 -0.36627 4.77542
C -0.85010 0.02658 4.24133
C -0.77969 0.27664 2.87939
N -1.83286 0.17976 2.07628
H -6.21165 -0.30104 1.38112
H -5.69865 -0.60165 3.02856
H -5.64885 -1.91298 1.85491
H -5.44007 -0.97214 -0.52224
H -5.58390 -1.35545 -2.81344
H -4.37618 -0.73462 -3.86699
H -4.09722 -0.85993 4.33294
H -2.16050 -0.58150 5.83074
H 0.03615 0.12590 4.85142
H 0.15112 0.54772 2.39991
C 1.65477 -4.06472 -0.20081
C 2.62375 -3.51041 -1.23778
C 2.53218 -4.30490 -2.53362
C 4.04984 -3.52407 -0.70483
O 2.25602 -2.16672 -1.58917
Si 1.82962 -0.85887 -0.71720
S -0.27288 -1.06799 -0.41034
O 2.59226 -0.89634 0.72970
C 3.58064 -0.12501 1.41986
C 4.78694 0.16103 0.53820
C 3.99260 -0.96723 2.62249
C 2.96631 1.18873 1.88956
O 2.29419 0.45505 -1.55686
C 2.83271 0.60865 -2.88831
C 4.09198 -0.22637 -3.08868
C 1.77941 0.19649 -3.91198
C 3.16830 2.08833 -3.02509
H 1.89445 -5.10599 0.01883
H 0.63095 -4.00916 -0.57234
H 1.71842 -3.49399 0.72773
H 2.79374 -5.35017 -2.36481
H 3.21463 -3.89272 -3.27810
H 1.51749 -4.25683 -2.93002
H 4.36188 -4.54786 -0.49403
H 4.11475 -2.94649 0.21604
H 4.73652 -3.10111 -1.43988
H 5.18250 -0.76251 0.11443
H 5.57321 0.62931 1.13176
H 4.51612 0.83735 -0.27034
H 4.48417 -1.88420 2.29629
H 3.11144 -1.24158 3.20452
H 4.68312 -0.41657 3.26252
H 2.57537 1.74981 1.03813
H 3.71129 1.80290 2.39690
H 2.16428 0.98214 2.59795
H 3.87435 -1.29004 -3.00282
H 4.85994 0.03931 -2.36503
H 4.49020 -0.03013 -4.08472
H 1.43117 -0.81739 -3.71323
H 2.19966 0.22436 -4.91828
H 0.93177 0.88124 -3.89003
H 3.95476 2.36712 -2.32208
H 2.28918 2.69923 -2.82065
H 3.51830 2.30686 -4.03490
Cl 0.27572 2.82050 -0.03032
C -0.75122 2.18402 -1.31904
H -0.11891 1.76225 -2.09373
H -1.39048 2.98299 -1.68604
N -6.66994 6.01564 2.12881
C -5.87503 5.28037 1.74859
C -4.89406 4.34618 1.27907
C -5.08420 3.66828 0.07837
C -4.12762 2.75614 -0.31986
N -3.03172 2.48943 0.39649
C -2.83898 3.17088 1.53213
C -3.73837 4.10227 2.01319
H -5.95425 3.85455 -0.53420
H -4.22387 2.22800 -1.26010
H -1.92376 2.96010 2.06916
H -3.54263 4.62553 2.93769
*
```

The energy above the lowest of the compared OMol25 structures with the same formula, charge and spin is 0.0 kcal/mol. The calculation puts the total energy at -88432.237 eV. Its HOMO energy (alpha / beta) is -9.9 / -9.8 eV.

---

2.
Density functional theory data (ωB97M-V/def2-TZVPD) for a 2-piece molecular cluster, C3H8N3O2 overall.

```
! wB97M-V def2-TZVPD RIJCOSX def2/J DEFGRID3
* xyz 0 2
N -0.12580 -2.08495 -0.27014
C 0.65145 -0.92895 -0.57395
O 1.62465 -0.68917 0.19101
O 0.21995 -0.23205 -1.51146
H -0.56127 -2.42807 -1.11583
H 0.35968 -2.79148 0.24198
C -0.35431 1.73853 0.39313
C -0.83896 0.62758 1.03866
N -2.06873 0.06979 0.75193
N 0.96191 1.90838 0.24293
H -1.03232 2.47075 -0.03331
H -0.22466 -0.01716 1.65399
H -1.97707 -0.81697 0.25332
H -2.59225 0.73497 0.18529
H 1.20263 2.44509 -0.58115
H 1.40157 0.95369 0.24027
*
```

The energy above the lowest of the compared OMol25 structures with the same formula, charge and spin is 2.8 kcal/mol. The calculation puts the total energy at -11804.887 eV. Its HOMO energy (alpha / beta) is -8.9 / -9.0 eV.

---

3.
Density functional theory data (ωB97M-V/def2-TZVPD) for C4H5NO as an isolated structure.

```
! wB97M-V def2-TZVPD RIJCOSX def2/J DEFGRID3
* xyz 0 1
N -0.64109 -1.74104 0.28949
C -0.50341 -0.44912 -0.03204
C 0.67578 0.39003 0.37865
C 0.44060 1.61135 -0.46960
C -0.69151 1.71836 -1.18353
O -1.36788 0.14015 -0.70848
H -1.45303 -2.23241 -0.05632
H 0.11139 -2.27611 0.69294
H 1.62642 -0.11942 0.17564
H 1.17784 2.40591 -0.55722
H 0.62490 0.55230 1.47046
*
```

The energy above the lowest of the compared OMol25 structures with the same formula, charge and spin is 70.1 kcal/mol. The calculation puts the total energy at -7763.486 eV. Its HOMO energy is -8.6 eV.

---

4.
Density functional theory data (ωB97M-V/def2-TZVPD) for a 8-piece molecular cluster, C41H53Cl14NO5S overall.

```
! wB97M-V def2-TZVPD RIJCOSX def2/J DEFGRID3
* xyz 0 1
C 4.88449 0.34104 2.12055
C 4.25892 1.39845 1.23620
O 3.89864 2.46770 1.64496
O 4.09474 1.08719 -0.14630
C 3.03020 0.21532 -0.36246
O 3.14375 -0.93199 0.01276
C 1.77715 0.67857 -1.09776
C 0.81795 1.50613 -0.26556
C -0.26939 0.90233 0.36882
C -0.41341 -0.61446 0.23300
C -1.00272 -1.09922 -1.09866
O -0.39501 -2.40570 -1.36413
C -0.34346 -2.72218 -2.66899
O -0.17531 -3.87417 -3.01917
C -1.17293 1.67034 1.11027
C -2.35866 1.01497 1.81420
C -3.70968 1.71249 1.64952
C -4.03334 2.88587 2.30685
C -5.24757 3.50799 2.15854
C -6.22388 2.95007 1.35759
C -5.92184 1.77617 0.70599
C -4.69217 1.15781 0.82357
C -4.47210 -0.10136 0.00011
C -0.95171 3.02176 1.21945
C 0.11695 3.65718 0.62570
C 0.98719 2.87513 -0.10418
S 2.40733 3.62252 -0.91213
C 1.97660 5.34312 -0.88681
C 2.67133 6.19515 -1.71679
C 2.42016 7.54612 -1.75050
C 1.41206 8.02358 -0.93106
C 0.71781 7.17146 -0.10993
C 0.97832 5.81252 -0.05998
N 0.21798 5.05217 0.86116
H 5.66486 -0.22394 1.62210
H 4.06569 -0.33950 2.37233
H 5.21201 0.78071 3.06257
H 1.30109 -0.21114 -1.50672
H 2.09866 1.26789 -1.96669
H -0.94008 -1.03920 1.08998
H 0.59826 -1.03890 0.29209
H -0.77322 -0.41252 -1.92073
H -2.06759 -1.29942 -0.99015
H -0.42247 -1.93297 -3.44224
H -2.13742 1.03621 2.89523
H -2.47164 -0.03216 1.55477
H -3.31745 3.38276 2.96184
H -5.48095 4.44395 2.68021
H -7.18693 3.44414 1.27242
H -6.67637 1.32928 0.05875
H -3.73332 0.09435 -0.78593
H -5.41944 -0.46530 -0.39923
H -4.03573 -0.87921 0.63580
H -1.65026 3.62482 1.79333
H 3.45021 5.81503 -2.37601
H 2.98837 8.21131 -2.39136
H 1.18361 9.08661 -0.90386
H -0.05860 7.60714 0.51626
H 0.42375 5.27537 1.82546
Cl -4.34542 -4.30339 1.82873
C -4.13333 -5.14043 0.26636
C -3.29761 -4.33950 -0.69474
Cl -4.13173 -2.86447 -1.25618
H -5.12046 -5.34968 -0.14008
H -3.64006 -6.08846 0.47698
H -3.07678 -4.93014 -1.58362
H -2.35216 -4.03706 -0.24754
Cl 11.04197 0.23367 2.24292
C 9.64025 0.64411 1.22306
C 8.40511 0.92903 2.04054
Cl 7.77252 -0.53115 2.83883
H 9.47725 -0.17682 0.52852
H 9.91359 1.52947 0.65045
H 7.61241 1.30314 1.39072
H 8.59710 1.67520 2.80810
Cl -1.51677 3.87160 -2.25194
C -1.08142 4.18690 -3.94569
C -0.35207 3.02627 -4.57385
Cl 1.28950 2.79404 -3.90290
H -0.48583 5.09732 -3.97823
H -2.01224 4.36521 -4.48311
H -0.22850 3.20857 -5.64083
H -0.90115 2.09574 -4.44694
Cl 7.26121 -4.49470 3.47084
C 5.50501 -4.73019 3.28274
C 4.82075 -3.49249 2.76095
Cl 4.82164 -2.17060 3.95623
H 5.10035 -5.03380 4.24542
H 5.36780 -5.54967 2.57848
H 3.77851 -3.71394 2.53484
H 5.29555 -3.12494 1.85315
Cl -5.88276 6.27549 3.59856
C -5.57853 7.70594 2.57930
C -6.80378 8.11746 1.80308
Cl -7.22709 6.93071 0.54396
H -4.74503 7.47670 1.91857
H -5.27531 8.51207 3.24602
H -6.61700 9.06425 1.29810
H -7.66582 8.24055 2.45460
Cl -2.23132 -6.96190 -2.29163
C -0.47017 -6.90721 -2.57245
C -0.11944 -7.11800 -4.02102
Cl -0.45597 -8.78779 -4.55837
H -0.00630 -7.65584 -1.93204
H -0.12993 -5.92334 -2.25284
H 0.94542 -6.94596 -4.16824
H -0.66876 -6.43803 -4.66694
Cl 1.28960 -11.68116 -0.47446
C -0.46543 -11.92232 -0.67112
C -1.17268 -10.65112 -1.06664
Cl -1.18185 -9.44923 0.25106
H -0.85656 -12.32335 0.26111
H -0.59710 -12.67230 -1.44984
H -2.21339 -10.86649 -1.30478
H -0.71186 -10.19182 -1.93888
*
```

The calculation puts the total energy at -241255.441 eV. Its HOMO energy is -7.4 eV. As for the structure (SMILES): CC(=O)OC(=O)Cc1c(CCOC=O)c(Cc2ccccc2C)cc2c1Sc1ccccc1N2.ClCCCl.ClCCCl.ClCCCl.ClCCCl.ClCCCl.ClCCCl.ClCCCl.